Here is a cluster of 2 separate species, C6H13NO in total from OMol25. Energies are from wB97M-V/def2-TZVPD.

```
21
Properties=species:S:1:pos:R:3:lowdin_spin:R:1
O -1.05773 0.04098 -2.89058 -0.0011
N 1.38631 0.63437 -1.51117 0.2831
C -0.63399 -1.03141 -0.00530 0.0243
C -0.13630 1.12368 2.33649 0.0416
C 1.51949 0.30302 -0.19400 0.1795
C 0.62625 -0.22276 2.01977 0.0391
C 0.56502 -0.38353 0.53420 0.3122
C -1.90034 -0.78221 0.34599 0.0729
H -1.45045 -0.85972 -2.90548 0.0000
H 2.24800 0.64487 -2.04578 0.0119
H 1.63978 -0.10540 2.41474 0.0036
H -0.33018 -1.87575 -0.62253 0.0077
H -0.62844 1.51546 1.47170 0.0013
H 2.31363 0.92264 0.21104 0.0014
H 0.66806 0.13883 -2.06776 0.0053
H -2.74935 -1.23555 -0.15335 0.0036
H 0.26770 -1.16520 2.44132 0.0040
H -0.81059 1.02055 3.18716 0.0052
H -2.14191 0.03668 0.99785 0.0033
H 0.64707 1.84514 2.58749 0.0005
H -1.53030 0.48144 -2.18051 0.0005
```

## Properties
Charge: +1
Multiplicity: 2
E_HOMO (spin up / spin down) (eV): -13.85 / -14.61
ΔE to the lowest compared entry with this formula, charge and spin (eV): 0.792
<S²>: 0.762
M (g/mol): 115.18

***

Here is an isolated molecule of C6H13NO3 from OMol25. Energies are from wB97M-V/def2-TZVPD.

```
23
Properties=species:S:1:pos:R:3:lowdin_charge:R:1
O -1.20577 -2.05299 -1.68788 -0.0132
O -0.00594 -1.80365 1.66743 0.0117
O -0.34208 0.94617 0.15775 -0.1226
N 1.01334 -2.69625 0.00386 0.1325
C 0.17790 2.22080 -0.14627 -0.2503
C -0.93024 -1.28400 -0.54135 -0.2872
C 0.07145 3.11647 1.07223 -0.2383
C -0.08820 -2.08373 0.45136 -0.4850
C -0.32257 0.06891 -0.92739 -0.1824
C 0.54913 4.53554 0.78530 -0.1185
H 0.46532 5.16557 1.68148 0.0724
H 0.70819 -0.06642 -1.30746 0.1393
H -0.97637 3.13107 1.40923 0.1177
H 1.23458 2.12700 -0.46220 0.1321
H -1.88606 -1.09177 -0.03176 0.1623
H 1.60162 4.54325 0.46441 0.0743
H 0.66479 2.67531 1.88781 0.1187
H -0.92896 0.47190 -1.75931 0.1389
H 1.63304 -2.65191 0.94573 0.2008
H -0.62340 -1.80298 -2.41227 0.0943
H -0.04907 5.00292 -0.01125 0.0738
H -0.37941 2.66084 -0.99574 0.1299
H 0.91103 -3.27037 -0.82261 0.0987
```

## Properties
E_HOMO (eV): -9.55
ΔE to the lowest compared entry with this formula, charge and spin (eV): 2.404
SMILES string: CCCOC[C@@H](O)C(N)=O
M (g/mol): 147.17

***

Here is a cluster of 2 separate species, C6H13NO3 in total from OMol25. Energies are from wB97M-V/def2-TZVPD.

```
23
Properties=species:S:1:pos:R:3:lowdin_charge:R:1
O 1.88179 0.58007 0.34646 -0.0097
O -2.53839 -0.75539 0.72389 0.0696
O -1.57344 -2.56935 2.45575 -0.1526
N -0.35923 -1.30518 0.28138 -0.0097
C -0.24442 1.51745 -0.08791 -0.1105
C 0.31497 -0.77900 -0.90563 -0.1224
C -1.34144 -0.51406 0.96720 -0.4000
C -0.88171 0.91880 1.16220 -0.0998
C 0.86237 0.63122 -0.65695 -0.5804
C 1.42987 1.20562 -1.94837 -0.0283
H -2.37776 -3.03137 2.16643 0.0344
H -0.37630 -0.76060 -1.76011 0.1360
H 0.63961 1.31399 -2.70246 0.0913
H 1.87057 2.19288 -1.75591 0.0938
H 2.64255 0.10223 0.00271 0.0965
H 0.15987 2.51536 0.12966 0.1320
H -1.00712 1.64612 -0.86955 0.1350
H -0.85552 -2.71433 1.57378 0.1411
H 2.20933 0.54747 -2.36057 0.0892
H -0.18305 0.91748 2.01131 0.1262
H -1.74481 1.51603 1.48160 0.1225
H 0.32844 -1.72101 0.90480 0.1113
H 1.14382 -1.45443 -1.15971 0.1346
```

## Properties
E_HOMO (eV): -9.36
ΔE to the lowest compared entry with this formula, charge and spin (eV): 2.603
SMILES string: C[C@@]1(O)CCC(=O)NC1.O
M (g/mol): 147.17

***

Here is an isolated molecule of C6H13NO3 from OMol25. Energies are from wB97M-V/def2-TZVPD.

```
23
Properties=species:S:1:pos:R:3:lowdin_charge:R:1
O 1.62405 2.92518 -0.65903 -0.0519
O -1.64411 1.26072 -0.51294 -0.0771
O -0.37111 2.18799 1.27575 -0.0433
N -0.95237 -0.17617 1.16605 0.1090
C -0.14245 -1.33790 0.70178 -0.3435
C 0.69806 -0.77805 -0.46315 -0.1065
C 1.41804 1.62359 -1.17175 -0.2278
C 0.93363 0.67587 -0.08510 -0.2368
C -1.01658 -2.51959 0.32652 -0.0541
C -0.39020 1.17993 0.51481 -0.5705
H 2.37206 1.26481 -1.58482 0.1265
H 1.66262 0.71009 0.74123 0.1686
H 0.14396 -0.85915 -1.41305 0.1249
H -1.99074 -0.09480 0.62084 0.2361
H -1.74993 -2.23316 -0.44178 0.0872
H -0.38933 -3.32393 -0.08012 0.0896
H 0.68748 1.64557 -2.00048 0.1231
H -1.44608 0.72123 -1.28575 0.0473
H 1.62930 -1.34514 -0.58006 0.1304
H 0.52514 -1.61999 1.52667 0.1538
H -0.99759 -0.07085 2.17681 0.1625
H -1.55392 -2.91026 1.20101 0.0840
H 0.95006 3.07399 0.02655 0.0686
```

## Properties
E_HOMO (eV): -9.00
ΔE to the lowest compared entry with this formula, charge and spin (eV): 2.492
SMILES string: C[C@H]1C[C@@H](CO)[C@@]([O-])(O)[NH2+]1
M (g/mol): 147.17

***

Here is a cluster of 2 separate species, C6H13NO3 in total from OMol25. Energies are from wB97M-V/def2-TZVPD.

```
23
Properties=species:S:1:pos:R:3:lowdin_charge:R:1
O 1.05701 -1.16112 2.16622 -0.0294
O 1.10013 -2.12262 -1.03834 0.0275
O 2.46018 -0.53870 -0.10176 0.1598
N 1.09617 -2.03764 1.05757 -0.0140
C -1.80493 0.18767 0.51589 -0.0611
C 0.02612 1.86818 0.99942 -0.0747
C 1.69490 -1.61248 -0.07615 -0.6136
C -0.63335 0.96954 -0.01230 -0.3747
C -0.25314 0.96848 -1.28910 -0.1397
C -0.84569 0.17055 -2.40817 -0.0907
H -1.88034 -0.11537 -2.22325 0.0655
H 0.63330 1.53562 -1.55418 0.1044
H -0.26587 -0.74266 -2.56275 0.0634
H 2.49325 -0.15626 0.79154 0.1230
H -1.56983 -0.23397 1.49466 0.0701
H 0.86987 2.40642 0.56822 0.0752
H -2.67321 0.84033 0.63663 0.0846
H -2.09188 -0.63506 -0.13577 0.0672
H 0.38266 1.28684 1.85376 0.0577
H -0.81827 0.73604 -3.34080 0.0705
H -0.68691 2.59878 1.38998 0.0807
H 0.29856 -2.53800 0.36213 0.2379
H 1.41126 -1.67455 2.90656 0.1103
```

## Properties
E_HOMO (eV): -8.65
ΔE to the lowest compared entry with this formula, charge and spin (eV): 4.125
SMILES string: CC=C(C)C.O=C(O)NO
M (g/mol): 147.17

***

Here is a structure of composition C6H13NO4P from OMol25. Energies are from wB97M-V/def2-TZVPD.

```
25
Properties=species:S:1:pos:R:3:lowdin_charge:R:1
P 1.95974 -0.99232 0.10723 0.3385
O 2.21972 -2.25175 -0.63763 -0.3761
O 1.66742 -1.05214 1.61893 -0.3994
O 2.97621 2.16402 -0.90063 0.0038
O 3.30072 0.08031 -0.13285 -0.1646
N -0.51327 -0.11894 -0.55400 -0.2025
C -2.35934 -1.61227 -0.07171 -0.0793
C -0.92741 -1.56198 -0.52291 -0.1901
C 0.87462 0.15632 -0.78850 -0.2822
C 2.71144 1.31404 -0.12319 -0.5853
C -0.74668 0.61194 0.77263 -0.2098
C -0.71562 2.10203 0.55688 -0.0861
H 1.01094 0.13392 -1.94074 0.1086
H -0.37109 -2.00141 0.19501 0.0578
H -0.58951 -1.98639 -1.45203 0.1291
H 2.28196 1.63039 0.86964 0.1235
H -2.36780 -1.98616 0.99957 0.1098
H -0.53529 2.42800 1.56716 0.0780
H 0.16967 0.24038 1.47406 0.1509
H -1.11550 0.35896 -1.25956 0.1776
H 0.14087 2.38911 -0.08052 0.0785
H -1.66277 0.49249 1.12458 0.0431
H -1.61280 2.41357 0.10605 0.0510
H -2.91402 -2.25057 -0.79835 0.0818
H -2.88221 -0.70158 -0.12912 0.0433
```

## Properties
Charge: -1
E_HOMO (eV): -3.14
ΔE to the lowest compared entry with this formula, charge and spin (eV): 3.987
M (g/mol): 194.15

***

Here is the ion C6H13NOP with charge +1 from OMol25. Energies are from wB97M-V/def2-TZVPD.

```
22
Properties=species:S:1:pos:R:3:lowdin_charge:R:1
P 2.42173 1.21779 -0.11375 1.0454
O -0.63201 0.52596 1.53163 0.1054
N -2.29009 0.76455 -0.70380 0.0624
C 1.54551 -1.39630 0.84555 -0.0372
C -0.08526 0.57165 0.31026 -0.1809
C 1.06252 -0.66766 -1.52006 -0.1000
C -1.08482 1.06118 -0.78638 -0.0759
C -2.96990 0.17099 0.30095 -0.1384
C 1.12250 -0.18484 -0.04809 -0.7001
H 1.45457 -1.12447 1.81954 0.0282
H -0.15350 -0.03808 2.29028 0.2249
H 1.63091 2.07401 -0.74070 -0.1027
H 1.61941 -1.56490 -1.61044 0.0673
H -0.05607 -0.97486 -1.81513 0.1359
H 2.66194 -1.63249 0.72396 0.1318
H 2.11506 1.69574 1.08886 -0.1003
H -0.75861 1.58102 -1.68295 0.1321
H 1.26199 0.21802 -2.26873 0.1104
H -2.57833 -0.39662 1.07262 0.0546
H 1.02570 -2.27746 0.52423 0.0942
H -3.83411 -0.56375 0.00091 0.1476
H -3.47916 0.94055 0.78124 0.0955
```

## Properties
Charge: +1
E_HOMO (eV): -13.84
ΔE to the lowest compared entry with this formula, charge and spin (eV): 2.450
M (g/mol): 146.15

***

Here is an isolated molecule of C6H13NS from OMol25. Energies are from wB97M-V/def2-TZVPD.

```
21
Properties=species:S:1:pos:R:3:lowdin_charge:R:1
S -1.41023 0.82458 -1.40444 0.7971
N 2.08629 -0.15684 -1.22728 0.0714
C 0.64652 1.87014 0.68890 -0.0792
C 0.37723 0.34647 0.60751 -0.3406
C 0.11098 -1.45529 -0.55218 -0.1163
C 1.32357 -0.62527 -0.12275 -0.3896
C -0.84347 -0.29784 -0.11249 -0.7989
C -2.01506 -0.64886 0.80369 -0.1098
H 0.14338 -1.71415 -1.64428 0.1201
H 0.22188 0.02078 1.68160 0.1463
H 1.56061 0.39212 -1.82657 0.0314
H -2.38858 0.29832 1.20638 0.0756
H -2.36075 0.04076 -1.93743 -0.1262
H 2.84112 0.41450 -0.89007 0.0759
H 1.55692 1.94234 1.30001 0.0797
H 1.96672 -1.12499 0.61317 0.1399
H -2.76626 -1.17017 0.21538 0.0703
H 0.80349 2.37656 -0.28565 0.0666
H -0.03280 -2.40456 0.02029 0.1214
H -1.62333 -1.25319 1.66936 0.0956
H -0.19821 2.32457 1.19686 0.0694
```

## Properties
E_HOMO (eV): -8.92
ΔE to the lowest compared entry with this formula, charge and spin (eV): 0.819
SMILES string: C[C@@H]1[C@H](N)C[C@]1(C)S
M (g/mol): 131.24